Entry 1:
{"formula": "C20H29ClN4O2", "method": "ωB97M-V/def2-TZVPD", "multiplicity": 1, "e_tot_ev": -43789.1336, "molar_mass_da": 392.93, "e_homo_ev": -8.23, "orbital_gap_ha": 0.3025, "smiles": "CCCCN(C)CCCNC(=O)CN1N=C(c2ccc(Cl)cc2)CCC1=O", "elements": ["C", "C", "C", "C", "N", "C", "C", "C", "C", "N", "C", "O", "C", "N", "N", "C", "C", "C", "C", "C", "Cl", "C", "C", "C", "C", "C", "O", "H", "H", "H", "H", "H", "H", "H", "H", "H", "H", "H", "H", "H", "H", "H", "H", "H", "H", "H", "H", "H", "H", "H", "H", "H", "H", "H", "H", "H"], "coordinates": [[-2.7389, 1.6215, 2.3161], [-1.6073, 1.6743, 1.2973], [-1.2463, 0.3014, 0.7324], [-2.2947, -0.2291, -0.2517], [-2.4986, 0.6915, -1.3542], [-3.8461, 0.6798, -1.8770], [-1.4774, 0.6481, -2.3804], [-1.5428, -0.5366, -3.3618], [-0.2748, -0.6155, -4.2157], [0.8590, -1.0758, -3.4479], [1.8226, -0.2549, -2.9980], [1.9107, 0.9225, -3.2697], [2.8408, -0.9684, -2.0899], [2.2464, -1.3995, -0.8347], [2.2998, -0.4744, 0.1501], [2.0269, -0.7834, 1.3603], [2.0768, 0.2879, 2.3494], [2.1329, 0.0282, 3.7191], [2.1650, 1.0634, 4.6332], [2.1379, 2.3750, 4.1849], [2.1635, 3.6677, 5.3278], [2.0936, 2.6569, 2.8264], [2.0651, 1.6187, 1.9198], [1.6787, -2.1996, 1.7407], [0.9141, -2.8425, 0.5876], [1.5548, -2.5662, -0.7534], [1.4135, -3.2939, -1.7235], [-2.4780, 0.9637, 3.1436], [-3.6573, 1.2580, 1.8629], [-2.9304, 2.6138, 2.7173], [-0.7211, 2.0974, 1.7759], [-1.8893, 2.3204, 0.4656], [-1.1381, -0.4129, 1.5531], [-0.2827, 0.3779, 0.2270], [-1.9958, -1.2358, -0.5950], [-3.2455, -0.3404, 0.2730], [-4.5343, 0.9858, -1.0884], [-3.9138, 1.4030, -2.6884], [-4.1688, -0.3021, -2.2547], [-0.5066, 0.6473, -1.8831], [-1.5462, 1.5782, -2.9530], [-2.4044, -0.4245, -4.0211], [-1.6572, -1.4747, -2.8123], [-0.0223, 0.3741, -4.6035], [-0.4290, -1.3022, -5.0534], [0.8645, -2.0441, -3.1483], [3.2366, -1.8491, -2.6009], [3.6408, -0.2672, -1.8518], [2.1723, -0.9864, 4.0843], [2.2111, 0.8569, 5.6910], [2.0775, 3.6810, 2.4882], [2.0302, 1.8187, 0.8610], [1.0767, -2.2346, 2.6477], [2.6104, -2.7460, 1.9252], [0.8256, -3.9222, 0.7134], [-0.1002, -2.4313, 0.5373]], "forces_ev_per_a": [[0.2, 0.1, -0.2], [0.0, -0.2, 0.1], [-0.2, 0.2, -0.2], [0.2, 0.1, 0.1], [-0.2, 0.0, 0.1], [0.1, 0.0, 0.1], [0.0, -0.2, -0.1], [0.2, 0.3, 0.1], [-0.3, 0.1, 0.0], [-0.4, -0.3, -0.1], [0.5, -0.4, 0.3], [0.0, 0.5, 0.0], [0.0, 0.2, -0.3], [0.1, -0.6, -0.3], [0.0, 0.9, 0.8], [0.0, -0.7, -0.5], [0.0, 0.6, 0.4], [0.0, 0.0, -0.3], [0.0, 0.2, 0.1], [0.0, -0.3, -0.2], [0.0, 0.2, 0.1], [0.0, 0.0, 0.1], [0.0, -0.2, 0.1], [-0.1, 0.0, -0.2], [0.1, 0.0, 0.0], [-0.2, -0.2, 0.2], [0.0, -0.2, 0.0], [0.0, -0.1, 0.1], [-0.2, 0.0, 0.0], [-0.1, 0.1, 0.1], [0.0, 0.1, 0.0], [0.1, 0.1, 0.0], [0.1, -0.1, 0.1], [0.1, -0.1, 0.0], [-0.1, 0.0, 0.0], [0.0, -0.1, 0.0], [-0.1, 0.0, 0.0], [-0.1, 0.0, -0.1], [0.0, 0.0, 0.0], [0.1, 0.1, -0.1], [0.1, 0.0, 0.0], [-0.1, -0.1, 0.0], [-0.1, -0.1, 0.0], [0.0, -0.1, -0.1], [0.0, 0.1, 0.0], [0.2, 0.1, 0.0], [0.0, 0.1, 0.1], [-0.1, -0.1, -0.1], [0.0, -0.1, 0.0], [0.0, 0.0, 0.1], [0.0, 0.1, 0.0], [0.0, 0.1, -0.1], [0.1, 0.0, 0.0], [0.0, 0.0, 0.1], [0.0, 0.1, -0.1], [0.0, 0.0, 0.0]], "mulliken_charge": [-1.3936, -0.2965, 0.9530, -1.4064, 0.4992, -1.2011, -0.9848, -0.0310, -1.0833, -0.0064, 0.6772, -0.6520, -1.1029, 0.4871, -0.6396, 0.5095, 0.6913, -0.5167, -0.8781, 0.3570, -0.2170, -0.7347, -0.3838, -0.9409, -0.5591, 0.7348, -0.7610, 0.3028, 0.3063, 0.4133, 0.2065, 0.2812, 0.7017, -1.0274, 0.1587, 0.7197, 0.3437, 0.3541, 0.3873, 0.0010, 0.3810, 0.3786, 0.2303, 0.4047, 0.3629, 0.2764, 0.4057, 0.4148, 0.4056, 0.4264, 0.4103, 0.4791, 0.4114, 0.3778, 0.4082, -0.0419]}



Entry 2:
{"formula": "C20H29ClNPSn", "method": "ωB97M-V/def2-TZVPD", "multiplicity": 1, "e_tot_ev": -50339.0677, "molar_mass_da": 468.60, "e_homo_ev": -5.48, "orbital_gap_ha": 0.2195, "elements": ["C", "C", "C", "C", "C", "C", "C", "C", "N", "Sn", "C", "P", "H", "H", "H", "H", "H", "H", "H", "H", "C", "C", "H", "C", "C", "H", "H", "H", "H", "H", "H", "H", "H", "H", "H", "H", "H", "H", "H", "Cl", "C", "C", "C", "C", "C", "C", "C", "H", "H", "H", "H", "H", "H"], "coordinates": [[-2.6370, 0.5533, -3.7038], [-2.4160, -0.6994, -3.1466], [-1.6856, -0.8629, -1.9645], [-1.1272, 0.2712, -1.3824], [-1.1921, 1.4985, -2.0437], [-2.0427, 1.6657, -3.1330], [-1.5468, -2.2325, -1.3689], [-0.1286, -2.8206, -1.2624], [0.9524, -1.8140, -1.0548], [-0.3872, 0.2262, 0.6501], [-0.5353, 2.7264, -1.5005], [1.1700, 2.3858, -0.8436], [-2.8294, -1.6016, -3.5943], [-2.2000, 2.6620, -3.5297], [-3.2657, 0.6437, -4.5892], [-1.1673, 3.1605, -0.6950], [-0.4015, 3.4857, -2.2911], [-2.0051, -2.2772, -0.3687], [-2.1075, -2.9357, -1.9986], [-0.0929, -3.5395, -0.4220], [1.5259, 3.9932, -0.1414], [2.1366, 2.3656, -2.3514], [0.1017, -3.3862, -2.1864], [1.4847, -1.2996, -2.3287], [2.0626, -2.4316, -0.3160], [-0.7929, 1.7951, 1.3080], [1.9038, -2.1503, -2.9077], [0.7128, -0.7840, -2.9249], [2.2958, -0.5979, -2.0914], [2.4643, -3.2823, -0.8928], [2.8433, -1.6822, -0.1982], [1.7394, -2.7853, 0.6711], [2.1305, 3.3962, -2.7446], [3.1798, 2.0746, -2.1583], [1.6637, 1.7095, -3.0931], [1.4992, 4.7050, -0.9778], [0.7496, 4.2637, 0.5886], [2.5287, 4.0042, 0.2907], [1.3339, 1.0402, 0.0240], [-2.4884, 1.0936, 3.8289], [-1.2549, 0.0391, 4.3886], [-0.6246, 0.3228, 5.5944], [0.4750, -0.4471, 6.0017], [0.8933, -1.5343, 5.2300], [0.2473, -1.8278, 4.0372], [-0.8319, -1.0470, 3.5932], [-1.2881, -1.1608, 2.1769], [-0.9933, 1.1543, 6.1874], [0.9900, -0.1824, 6.9176], [1.7186, -2.1632, 5.5561], [0.5880, -2.6248, 3.3842], [-0.9905, -2.1155, 1.7263], [-2.3587, -0.9504, 2.0508]], "forces_ev_per_a": [[-0.2, -0.2, -0.2], [0.2, -0.5, 0.1], [-0.4, 0.4, -0.7], [-0.2, 0.2, 0.7], [-1.0, 0.2, 0.0], [0.4, -0.3, -0.4], [-0.2, -0.6, 0.2], [0.9, 0.4, -0.2], [-0.3, -1.0, -0.1], [1.9, -0.7, 1.7], [0.3, 0.2, 0.6], [-0.5, 1.4, -0.9], [-0.1, 0.3, -0.1], [0.0, -0.1, -0.2], [0.1, 0.0, 0.2], [0.6, -0.2, -0.3], [-0.1, -0.2, 0.2], [0.0, 0.2, -0.2], [-0.1, 0.1, 0.3], [-0.1, 0.4, -0.4], [0.2, 0.7, 0.0], [0.4, 0.5, -0.7], [-0.1, 0.0, 0.2], [-0.2, -0.4, 0.4], [-0.4, 0.1, -0.4], [-0.2, 0.3, -0.3], [0.0, 0.4, -0.1], [0.3, -0.3, 0.3], [-0.2, -0.1, -0.2], [0.1, 0.0, 0.2], [0.1, -0.1, 0.2], [0.0, 0.2, -0.2], [0.1, -0.3, -0.1], [-0.4, 0.0, -0.1], [0.3, 0.0, 0.2], [0.0, 0.1, 0.3], [0.4, -0.1, -0.1], [-0.2, 0.1, 0.2], [-0.9, -1.0, 1.0], [-0.5, 0.2, 0.0], [0.9, -0.9, 0.3], [0.3, -0.4, 0.0], [-0.5, 0.0, -0.2], [-0.1, 0.0, 0.1], [-0.4, 0.5, 0.2], [0.5, 1.0, -1.1], [-0.7, -0.3, -0.6], [0.2, -0.1, 0.0], [0.0, -0.1, 0.0], [-0.1, 0.2, 0.0], [0.0, 0.0, 0.2], [-0.4, -0.1, 0.3], [0.2, -0.5, 0.2]], "mulliken_charge": [-0.8709, -0.8479, 0.5137, 0.3799, 0.7964, -0.8750, -0.8992, -0.7480, 0.4416, 0.6288, -1.4519, 0.7250, 0.3683, 0.4409, 0.3783, 0.4532, 0.5651, 0.1495, 0.4330, 0.4337, -1.2370, -1.4124, 0.3358, -1.2458, -1.0801, -0.1443, 0.4283, 0.3095, 0.3029, 0.3998, 0.3042, 0.1771, 0.4275, 0.3780, 0.3563, 0.4138, 0.3121, 0.3928, 0.0984, -0.2009, 0.5249, -0.5832, -0.4090, -0.6915, -0.3221, 0.3135, -1.5761, 0.3863, 0.3652, 0.3616, 0.2982, 0.3792, 0.6230]}



Entry 3:
{"formula": "C20H29IrN6O4PSSe", "method": "ωB97M-V/def2-TZVPD", "multiplicity": 5, "s2": 6.02, "e_tot_ev": -126646.4461, "total_charge": 1, "molar_mass_da": 751.71, "e_homo_ev": [-10.25, -10.90], "orbital_gap_ha": [0.2906, 0.2362], "elements": ["Ir", "Se", "C", "O", "P", "O", "C", "O", "C", "H", "H", "H", "H", "H", "H", "H", "H", "H", "C", "C", "C", "C", "C", "N", "C", "O", "N", "C", "C", "C", "C", "N", "C", "C", "C", "H", "H", "H", "H", "H", "H", "H", "H", "H", "H", "H", "H", "H", "C", "C", "C", "N", "N", "C", "N", "S", "H", "H", "H", "H", "H", "H", "H"], "coordinates": [[1.6487, -1.5705, 0.7568], [2.8704, -2.4523, -0.9861], [2.6378, -1.5349, 4.2322], [1.6817, -2.5582, 3.9051], [1.6911, -3.1711, 2.4030], [0.4424, -4.1559, 2.5136], [-0.8406, -3.6415, 2.9001], [2.8997, -4.1897, 2.3084], [3.0437, -5.2697, 3.2559], [2.4645, -1.2811, 5.2751], [2.4770, -0.6583, 3.6001], [3.6548, -1.9054, 4.1016], [-1.5835, -4.3306, 2.5027], [-0.9992, -2.6443, 2.4806], [-0.9063, -3.6003, 3.9860], [4.1008, -5.5200, 3.2732], [2.4567, -6.1203, 2.9184], [2.7179, -4.9581, 4.2477], [-3.2264, 2.0020, -3.4793], [-1.9569, 2.7551, -3.2182], [-1.9734, 4.0224, -2.6491], [-0.7975, 4.7137, -2.4059], [0.4260, 4.1550, -2.7550], [1.6050, 4.8993, -2.5090], [2.8631, 4.4169, -2.2456], [3.8668, 5.0135, -2.5570], [2.9484, 3.1622, -1.6338], [2.0992, 2.5929, -0.6933], [1.1770, 3.3106, 0.0669], [0.3819, 2.6267, 0.9664], [0.5227, 1.2595, 1.1069], [1.4206, 0.5663, 0.3960], [2.1837, 1.2169, -0.4874], [0.4570, 2.8961, -3.3488], [-0.7228, 2.2067, -3.5591], [-4.0990, 2.6323, -3.3194], [-3.3134, 1.1360, -2.8206], [-3.2604, 1.6340, -4.5047], [-2.9186, 4.4820, -2.3926], [-0.8281, 5.6953, -1.9521], [1.6335, 5.8439, -2.8624], [3.8899, 2.8011, -1.6707], [1.0941, 4.3807, -0.0397], [-0.3443, 3.1537, 1.5674], [-0.0966, 0.6877, 1.7817], [2.8792, 0.6134, -1.0541], [1.3982, 2.4676, -3.6603], [-0.6838, 1.2337, -4.0320], [-4.4069, -0.9370, 1.3330], [-3.7610, -0.6581, -0.0207], [-2.5224, -1.4689, -0.2205], [-1.3743, -1.1412, 0.2457], [-0.4017, -2.0647, -0.0087], [-0.8421, -3.1149, -0.6663], [-0.0852, -4.1754, -0.9753], [-2.5258, -2.9964, -1.0553], [-5.3105, -0.3420, 1.4500], [-3.7247, -0.6870, 2.1434], [-4.6818, -1.9872, 1.4301], [-3.4786, 0.3934, -0.1039], [-4.4657, -0.8676, -0.8279], [0.9082, -4.0994, -0.8097], [-0.4105, -4.8689, -1.6236]], "forces_ev_per_a": [[-0.1, 0.1, 0.3], [0.2, 0.0, -0.1], [-0.1, -0.1, 0.0], [0.1, -0.4, -0.5], [0.0, 0.1, 0.2], [0.1, 0.0, 0.0], [-0.1, 0.0, 0.0], [-0.2, 0.3, 0.0], [0.0, 0.0, 0.1], [0.0, 0.0, -0.1], [0.0, 0.0, 0.0], [0.0, 0.0, 0.0], [0.0, 0.0, 0.0], [0.0, 0.0, 0.1], [0.0, 0.0, 0.0], [0.0, 0.0, 0.0], [0.0, 0.0, 0.0], [0.0, 0.0, 0.0], [-0.1, -0.1, 0.0], [0.1, 0.1, 0.0], [0.0, 0.0, 0.0], [0.1, -0.1, 0.0], [-0.2, -0.1, 0.0], [0.1, 0.1, 0.1], [0.0, -0.1, -0.3], [0.1, 0.0, 0.1], [0.2, 0.1, 0.0], [-0.1, -0.2, 0.2], [0.1, -0.1, 0.0], [0.0, -0.1, 0.0], [-0.1, 0.0, 0.1], [0.0, 0.1, -0.1], [0.0, 0.1, 0.0], [0.0, 0.1, 0.0], [0.0, 0.0, 0.0], [0.0, 0.0, 0.0], [0.0, 0.0, 0.0], [0.0, 0.0, 0.0], [0.0, 0.0, 0.0], [0.0, 0.1, 0.0], [0.0, 0.0, 0.0], [0.0, 0.0, 0.0], [0.0, 0.1, 0.0], [0.0, 0.0, 0.0], [0.0, 0.0, 0.0], [0.0, 0.0, 0.0], [0.1, 0.0, 0.0], [0.0, -0.1, 0.0], [-0.1, 0.0, 0.0], [0.0, 0.1, -0.1], [-0.1, 0.1, 0.0], [0.0, 0.2, 0.1], [-0.1, -0.3, -0.2], [0.0, 0.1, 0.0], [0.0, -0.1, 0.0], [0.2, -0.1, 0.1], [0.0, 0.0, 0.0], [0.0, 0.0, 0.0], [0.0, 0.0, 0.0], [0.0, 0.0, 0.0], [0.0, 0.0, 0.0], [0.0, 0.0, 0.0], [0.0, 0.0, 0.0]], "mulliken_spin": [1.7555, 1.5644, 0.0165, 0.0051, 0.3700, -0.0024, 0.0191, -0.0055, 0.0022, 0.0028, -0.0098, 0.0070, -0.0005, -0.0209, 0.0010, 0.0003, 0.0010, -0.0027, 0.0000, 0.0006, 0.0000, -0.0005, 0.0008, 0.0001, -0.0001, -0.0002, -0.0004, 0.0114, 0.0123, 0.0182, 0.0639, 0.0552, -0.0029, -0.0003, -0.0001, 0.0000, -0.0001, 0.0000, 0.0000, 0.0001, 0.0001, -0.0004, 0.0000, 0.0018, -0.0246, 0.0134, 0.0001, 0.0000, 0.0000, -0.0002, 0.0122, -0.0240, 0.1508, -0.0282, 0.0105, 0.0127, 0.0002, -0.0002, 0.0000, -0.0005, 0.0007, 0.0147, -0.0002]}